1.
A single C12H8N2O3S2 molecule in a non-equilibrium geometry. Source: the Open Molecules 2025 dataset; level of theory: ωB97M-V/def2-TZVPD.

```
27
Properties=species:S:1:pos:R:3
O -1.9125 1.1187 -0.1857
C -1.1256 0.1872 0.0856
N -1.4200 -0.6826 1.1220
N -2.6111 -0.5618 1.9031
C -2.9040 0.5568 2.6698
O -2.0574 1.1878 3.3304
C -4.3755 0.8028 2.8171
S -5.3218 -0.5816 2.0524
C -3.7836 -1.2142 1.4268
S -3.8526 -2.3646 0.1850
C 0.2252 0.0544 -0.5223
C 0.7324 0.9266 -1.4454
C 2.0868 0.5099 -1.7251
C 3.1041 0.9855 -2.5892
C 4.2925 0.2853 -2.5922
C 4.5382 -0.8230 -1.7361
C 3.5096 -1.2273 -0.8923
C 2.2760 -0.5673 -0.9128
O 1.1807 -0.8985 -0.1703
H -0.7078 -1.3760 1.4050
H -4.6708 0.9518 3.8325
H -4.5083 1.7380 2.2812
H 0.2316 1.8450 -1.8029
H 2.8854 1.7998 -3.2984
H 5.0157 0.6457 -3.3100
H 5.5258 -1.2844 -1.7574
H 3.6469 -2.0138 -0.1712
```

The value obtained for the total energy is -43365.7268 eV. The calculation puts the HOMO energy at -8.967 eV. The energy above the lowest of the compared OMol25 structures with the same formula, charge and spin is 0.000 eV. As for the structure (SMILES): O=C(NN1C(=O)CSC1=S)c1cc2ccccc2o1. As for the frontier orbital gap: 8.6368 eV.


2.
A single C2H3F3S molecule in a non-equilibrium geometry. Source: the Open Molecules 2025 dataset; level of theory: ωB97M-V/def2-TZVPD.

```
9
Properties=species:S:1:pos:R:3
C 0.6973 0.4451 -0.3339
C -0.9232 0.1298 0.0335
F -1.6044 1.1753 -0.3742
F -1.1678 -0.9356 -0.6788
F -1.2018 -0.0669 1.3125
S 1.7518 -0.7624 0.6018
H 0.9575 1.5281 -0.1161
H 0.7781 0.1818 -1.3538
H 0.7124 -1.6951 0.9089
```

The value obtained for the total energy is -21105.0290 eV. The calculation puts the HOMO energy (spin up / spin down) at -4.531 / -11.708 eV. The energy above the lowest of the compared OMol25 structures with the same formula, charge and spin is 1.508 eV. The spin multiplicity is 3. As for the expectation value of S²: 2.00. As for the frontier orbital gap (spin up / spin down): 5.2599 / 8.6430 eV.